(1)
{
  "formula": "C11H27AuClIN2OP2S",
  "method": "ωB97M-V/def2-TZVPD",
  "symbols": ["C", "C", "H", "H", "H", "O", "I", "Au", "P", "C", "C", "H", "H", "H", "H", "H", "H", "C", "H", "H", "H", "P", "C", "C", "H", "H", "H", "C", "H", "H", "H", "H", "H", "H", "Cl", "S", "C", "N", "C", "C", "N", "H", "H", "H", "H", "H", "H"],
  "coordinates": [[0.536, 3.586, -3.535], [0.865, 2.281, -2.902], [1.168, 3.682, -4.405], [0.698, 4.413, -2.848], [-0.513, 3.640, -3.813], [1.680, 1.463, -3.272], [-2.250, 3.641, -0.061], [-0.410, 2.196, -1.227], [-1.546, -0.253, -1.534], [-0.990, -2.002, -1.678], [-3.143, -0.461, -0.666], [-3.883, -0.861, -1.373], [-2.694, -0.730, -3.684], [-3.450, 0.518, -0.282], [-2.705, 1.001, -3.202], [-0.747, -2.439, -0.697], [-3.033, -1.137, 0.195], [-2.108, 0.084, -3.240], [-1.772, -2.618, -2.153], [-1.217, 0.270, -3.849], [-0.092, -2.023, -2.309], [1.341, 1.574, 0.759], [2.550, 0.245, 1.136], [2.450, 2.977, 0.388], [-0.164, 2.594, 2.340], [1.543, 2.597, 2.944], [0.525, 1.108, 3.018], [0.761, 2.014, 2.439], [1.840, 3.885, 0.410], [3.291, 3.070, 1.086], [3.279, 0.583, 1.889], [3.088, -0.003, 0.214], [2.830, 2.834, -0.629], [2.056, -0.663, 1.513], [-3.037, 2.396, 1.951], [-1.088, -0.607, 1.864], [-0.300, -2.094, 2.025], [-0.675, -3.284, 1.477], [0.136, -4.403, 1.941], [1.207, -3.744, 2.777], [0.873, -2.309, 2.698], [-1.615, -3.403, 1.123], [0.558, -4.932, 1.100], [-0.467, -5.082, 2.530], [2.205, -3.906, 2.369], [1.185, -4.071, 3.816], [1.237, -1.625, 3.359]],
  "atomic_forces_ev_per_a": [[0.0, 0.5, -0.4], [2.5, -2.3, -1.3], [0.2, 0.2, -0.4], [0.2, 0.0, 0.1], [-0.1, -0.2, -0.1], [-2.5, 2.2, 1.4], [-1.3, -0.4, 1.9], [0.3, -1.9, 1.1], [-1.2, -1.4, -0.4], [0.9, 0.2, 0.2], [0.0, 0.3, 0.4], [0.2, 0.2, 0.0], [0.1, 0.1, 0.3], [-0.3, -0.3, 0.0], [0.0, -0.1, -0.2], [0.0, 0.4, -0.4], [0.0, 0.4, -0.4], [0.6, 0.7, 0.0], [0.1, 0.5, 0.1], [-0.2, -0.1, -0.1], [-0.2, -0.2, 0.1], [1.1, 0.2, 1.5], [-0.3, -0.6, -0.7], [-0.4, 0.0, -0.8], [0.2, 0.0, 0.3], [-0.2, 0.0, -0.3], [0.1, 0.4, -0.4], [-0.5, -0.1, 0.0], [0.2, 0.1, 0.0], [-0.3, -0.2, 0.0], [-0.4, 0.3, -0.2], [0.0, -0.1, 0.2], [0.1, 0.2, 0.2], [0.1, 0.4, -0.3], [0.7, 0.9, -1.7], [0.3, -0.5, -0.1], [0.8, -0.7, 0.3], [-0.2, 1.1, 0.3], [-0.5, -0.3, -0.2], [0.7, 0.7, 0.5], [-0.9, 0.3, -0.2], [0.2, 0.0, 0.2], [0.0, -0.2, -0.2], [-0.1, -0.2, 0.0], [0.0, -0.1, 0.1], [0.1, -0.1, 0.0], [-0.4, -0.4, -0.3]],
  "de_lowest_kcal_mol": 0.0,
  "homo_lumo_gap_ev": [5.7, 4.6],
  "s2": 2.02,
  "homo_energy_ev": [-14.31, -14.23],
  "total_charge": 2,
  "e_lumo_ev": [-8.6, -9.6],
  "multiplicity": 3
}



(2)
{
  "formula": "C11H27Br4N3O7",
  "method": "ωB97M-V/def2-TZVPD",
  "symbols": ["C", "N", "O", "O", "H", "H", "H", "C", "N", "O", "O", "H", "H", "H", "C", "N", "O", "O", "H", "H", "H", "Br", "C", "C", "Br", "H", "H", "H", "H", "Br", "C", "C", "Br", "H", "H", "H", "H", "C", "C", "O", "C", "C", "H", "H", "H", "H", "H", "H", "H", "H", "H", "H"],
  "coordinates": [[-4.125, -1.917, -2.623], [-4.392, -0.476, -2.850], [-5.045, 0.094, -1.998], [-4.090, -0.008, -3.927], [-3.547, -2.013, -1.707], [-3.648, -2.309, -3.515], [-5.046, -2.474, -2.462], [2.143, -2.673, 4.222], [3.006, -1.889, 5.139], [4.158, -1.757, 4.800], [2.493, -1.405, 6.116], [1.158, -2.735, 4.676], [2.578, -3.670, 4.230], [2.025, -2.230, 3.240], [-2.230, -5.647, 3.369], [-1.670, -4.478, 2.637], [-0.776, -3.878, 3.167], [-2.203, -4.204, 1.588], [-2.470, -5.286, 4.369], [-1.454, -6.398, 3.489], [-3.135, -6.008, 2.900], [-1.860, 0.747, -0.696], [-0.329, -0.299, -0.071], [-0.550, -1.788, -0.092], [1.100, -2.654, 0.462], [-0.092, 0.093, 0.917], [0.555, -0.006, -0.635], [-0.888, -2.223, -1.028], [-1.375, -1.985, 0.596], [-5.019, 5.009, -0.302], [-3.292, 4.016, -0.273], [-2.152, 5.016, -0.325], [-0.414, 4.031, -0.245], [-3.310, 3.339, -1.121], [-3.241, 3.435, 0.643], [-2.190, 5.597, 0.590], [-2.147, 5.605, -1.232], [2.766, 1.981, -0.165], [3.870, 2.795, -0.830], [4.232, 2.278, -2.098], [3.238, 2.310, -3.107], [3.947, 1.911, -4.414], [2.754, 2.339, 0.867], [1.826, 2.040, -0.715], [2.918, 0.899, -0.107], [3.576, 3.848, -0.892], [4.769, 2.803, -0.216], [2.523, 1.510, -2.888], [2.790, 3.299, -3.231], [3.947, 0.826, -4.518], [4.971, 2.259, -4.509], [3.346, 2.330, -5.227]],
  "atomic_forces_ev_per_a": [[0.3, -0.5, 0.1], [-1.5, -0.3, -0.4], [0.4, 0.1, 0.2], [0.4, 0.1, 0.2], [0.2, 0.1, -0.2], [0.3, 0.1, 0.2], [-0.3, 0.5, 0.0], [-0.8, -0.8, 0.7], [-0.3, 0.4, -1.0], [0.5, 0.0, 0.1], [-0.1, 0.1, 0.6], [0.0, 0.1, 0.1], [0.0, 0.1, -0.5], [0.6, 0.1, 0.0], [0.0, 0.0, 0.9], [-0.9, -0.8, 0.2], [0.6, 0.4, 0.1], [0.1, 0.4, -0.6], [0.0, 0.1, -0.1], [0.0, 0.0, -0.3], [0.2, 0.0, -0.3], [0.2, -0.7, 0.0], [0.9, 0.7, -0.2], [-1.1, 0.3, 0.5], [-0.3, 0.0, -0.1], [-0.4, -0.3, 0.2], [-0.3, 0.0, -0.5], [0.5, 0.3, -0.3], [0.5, -0.5, 0.3], [0.7, -0.4, 0.1], [0.0, 0.2, -0.2], [0.0, -0.8, 0.4], [-0.6, 0.6, -0.1], [-0.1, 0.1, -0.1], [-0.2, 0.1, 0.0], [0.2, 0.4, -0.2], [0.1, 0.1, 0.1], [0.2, -0.1, 0.2], [-0.2, -0.6, -0.3], [0.4, 0.5, 0.2], [1.4, -0.8, -0.4], [-0.9, 0.0, 0.0], [-0.8, 0.0, 0.0], [-0.2, 0.6, 0.4], [0.7, 0.1, -0.1], [-0.3, 0.0, -0.2], [0.1, -0.3, -0.1], [-0.5, 0.5, 0.0], [-0.2, 0.0, 0.4], [0.1, 0.0, 0.0], [0.0, 0.3, 0.3], [0.2, -0.2, -0.2]],
  "homo_lumo_gap_ev": 9.3,
  "homo_energy_ev": -9.62,
  "total_charge": 0,
  "e_lumo_ev": -0.3,
  "smiles": "C[N+](=O)[O-].C[N+](=O)[O-].C[N+](=O)[O-].BrCCBr.BrCCBr.CCOCC"
}



(3)
{
  "formula": "C11H27ClGaN",
  "method": "ωB97M-V/def2-TZVPD",
  "symbols": ["Cl", "Ga", "H", "H", "H", "C", "C", "C", "C", "N", "C", "C", "C", "C", "C", "C", "C", "H", "H", "H", "H", "H", "H", "H", "H", "H", "H", "H", "H", "H", "H", "H", "H", "H", "H", "H", "H", "H", "H", "H", "H"],
  "coordinates": [[-1.755, 5.831, 4.506], [-0.544, 4.457, 3.140], [0.913, 4.123, 3.769], [-0.255, 5.134, 1.703], [-1.396, 3.100, 2.918], [2.993, 0.248, 0.761], [1.717, 0.553, 1.529], [0.656, -0.552, 1.490], [0.365, -1.272, 0.170], [-0.403, -0.569, -0.962], [-1.926, -0.595, -0.756], [-2.224, 0.602, 0.120], [-1.189, 1.646, -0.258], [-0.139, 0.940, -1.105], [-0.020, -1.238, -2.315], [-0.480, -2.690, -2.504], [0.292, -3.761, -1.747], [2.807, 0.035, -0.295], [3.668, 1.112, 0.803], [3.514, -0.612, 1.197], [1.303, 1.500, 1.178], [1.981, 0.733, 2.578], [-0.260, -0.189, 1.959], [1.020, -1.332, 2.174], [-0.239, -2.148, 0.427], [1.307, -1.636, -0.251], [-2.395, -0.473, -1.737], [-2.228, -1.550, -0.319], [-2.140, 0.338, 1.177], [-3.246, 0.968, -0.027], [-0.760, 2.106, 0.636], [-1.647, 2.459, -0.833], [0.897, 1.170, -0.873], [-0.305, 1.215, -2.154], [1.066, -1.140, -2.425], [-0.491, -0.639, -3.103], [-0.353, -2.914, -3.572], [-1.551, -2.797, -2.306], [1.369, -3.571, -1.765], [0.119, -4.739, -2.214], [-0.041, -3.852, -0.710]],
  "atomic_forces_ev_per_a": [[0.2, -0.2, -0.2], [0.5, -0.1, -0.2], [-0.3, 0.0, 0.1], [-0.2, 0.1, 0.1], [-0.1, -0.1, 0.0], [0.2, 0.0, 0.1], [0.0, 0.4, -0.1], [0.0, 0.3, 0.3], [-0.1, -0.1, 0.3], [0.0, 0.0, -1.0], [0.3, -0.2, 0.0], [-0.4, -0.1, 0.5], [0.3, 0.8, 0.3], [-0.1, -0.1, -0.3], [-0.5, -0.1, 0.4], [0.2, 0.0, -0.1], [-0.1, -0.4, 0.1], [0.1, 0.0, 0.0], [-0.1, -0.2, 0.0], [0.0, 0.1, -0.1], [0.0, 0.0, 0.1], [-0.2, 0.0, -0.2], [0.0, 0.0, -0.1], [-0.2, -0.1, -0.3], [0.1, 0.2, -0.3], [-0.2, 0.2, -0.1], [0.3, -0.1, 0.0], [0.2, 0.1, -0.2], [0.0, 0.1, -0.1], [0.2, -0.2, 0.0], [-0.1, 0.0, -0.1], [0.2, -0.2, 0.1], [0.0, -0.2, 0.1], [0.1, -0.4, 0.2], [-0.2, 0.0, 0.2], [0.1, 0.1, 0.4], [-0.1, 0.3, 0.1], [0.1, 0.2, -0.1], [-0.1, 0.0, 0.0], [0.1, 0.2, 0.1], [0.2, 0.0, -0.1]],
  "homo_lumo_gap_ev": 6.7,
  "homo_energy_ev": -7.13,
  "total_charge": 0,
  "e_lumo_ev": -0.5
}



(4)
{
  "formula": "C11H27CoN3O7",
  "method": "ωB97M-V/def2-TZVPD",
  "symbols": ["Co", "O", "C", "C", "O", "H", "H", "H", "H", "O", "C", "C", "O", "H", "H", "H", "H", "C", "O", "C", "C", "N", "C", "C", "O", "C", "H", "H", "H", "H", "H", "H", "H", "H", "H", "H", "H", "H", "H", "H", "H", "C", "O", "N", "N", "H", "H", "H", "H"],
  "coordinates": [[9.271, -22.466, 19.421], [8.114, -24.309, 19.671], [9.015, -25.396, 19.990], [10.623, -25.069, 19.699], [11.124, -23.717, 19.723], [8.710, -26.346, 19.551], [9.033, -25.685, 21.041], [10.864, -25.442, 18.703], [11.244, -25.696, 20.337], [10.667, -20.877, 19.124], [11.228, -19.722, 18.425], [12.414, -19.942, 17.357], [13.443, -20.846, 17.808], [11.478, -18.978, 19.180], [10.480, -19.078, 17.962], [12.646, -18.891, 17.187], [12.129, -20.491, 16.460], [9.030, -24.329, 25.371], [9.292, -23.916, 24.057], [8.844, -22.585, 23.833], [9.656, -22.015, 22.619], [8.780, -22.124, 21.410], [8.025, -20.824, 21.257], [6.988, -20.889, 20.145], [7.456, -21.355, 18.799], [6.382, -21.065, 17.849], [9.285, -25.380, 25.515], [8.067, -24.069, 25.809], [9.715, -23.824, 26.052], [9.193, -22.119, 24.754], [7.756, -22.525, 23.861], [10.528, -22.640, 22.432], [10.036, -21.005, 22.777], [8.091, -22.775, 21.760], [8.707, -20.080, 20.844], [7.709, -20.229, 22.113], [6.635, -19.860, 20.090], [6.073, -21.420, 20.407], [6.700, -21.371, 16.852], [6.214, -19.988, 17.832], [5.458, -21.559, 18.148], [8.539, -23.602, 16.336], [9.121, -22.927, 17.126], [7.679, -24.562, 16.721], [8.727, -23.479, 15.060], [7.176, -25.085, 16.019], [7.690, -24.797, 17.703], [8.264, -24.094, 14.406], [9.485, -22.914, 14.707]],
  "atomic_forces_ev_per_a": [[3.2, -1.2, -1.4], [1.2, -1.1, -0.3], [1.4, 2.2, 0.3], [-0.3, 1.8, -0.8], [-3.0, -1.6, 0.7], [0.0, -0.3, -1.0], [-0.4, 0.5, 0.8], [-0.2, -0.4, -0.9], [-0.1, -0.4, 0.8], [-0.3, 1.4, -0.8], [-0.8, -2.6, 0.7], [0.9, -3.4, 3.0], [-0.7, 2.6, -0.5], [1.3, 0.0, 0.7], [-1.1, 0.0, -1.2], [0.7, 0.9, -0.6], [-1.3, 0.6, -0.8], [0.9, 0.0, 1.0], [-1.0, -0.5, -0.8], [2.7, 0.0, 1.0], [-0.9, -1.0, -0.1], [-0.9, 2.6, 1.7], [1.4, -0.3, -2.1], [-0.7, 0.1, -0.5], [-2.0, 1.4, 1.6], [1.4, -0.2, 0.8], [-0.4, -0.1, -0.4], [-0.5, -0.2, -0.5], [0.3, 0.4, 0.3], [-0.2, 0.9, 0.1], [-0.3, 0.1, -0.6], [-0.1, -0.2, 0.1], [-0.3, 0.1, -0.1], [-0.3, -0.7, -0.9], [0.9, -0.4, -0.2], [-0.8, -0.8, 0.7], [0.0, 0.4, -0.6], [0.1, -0.7, 0.0], [0.1, -0.2, 0.2], [0.0, 0.2, 0.0], [0.0, -0.2, 0.0], [-0.5, -1.1, 3.0], [1.3, 1.8, 1.5], [-1.2, -0.8, -0.7], [0.3, 0.4, -5.3], [0.2, -0.1, 0.5], [-0.1, 0.1, 1.0], [0.3, 0.1, 0.2], [-0.2, 0.0, 0.4]],
  "homo_lumo_gap_ev": [1.4, 2.8],
  "s2": 6.01,
  "homo_energy_ev": [4.56, 3.11],
  "total_charge": -3,
  "e_lumo_ev": [6.0, 5.9],
  "multiplicity": 5
}



Number 1: energy -70584.386 eV. Number 2: energy -310808.443 eV. Number 3: energy -78231.510 eV. Number 4: energy -68261.604 eV.